167
Properties=species:S:1:pos:R:3:forces:R:3 method="wB97M-V/def2-TZVPD" homo_energy_ev=-8.17 e_lumo_ha=-0.26603 charge=+1 homo_lumo_gap_ev=0.9 max_force_ev_per_a=7.90
C 4.5486 -3.7796 0.8178 -1.159 -0.631 -0.277
C 4.2484 -4.1049 -0.6824 -0.420 -0.068 0.993
O 5.0463 -4.6200 -1.3869 0.539 -0.035 -0.520
O 2.9675 -3.7921 -1.1379 0.557 0.812 0.790
C 2.9733 -2.6256 -1.9931 -0.056 0.109 -1.232
C 1.7079 -1.7002 -1.8302 -0.691 -0.726 0.236
C 0.7715 -2.0803 -0.5920 1.096 -0.490 -1.108
C -0.5326 -1.2204 -0.6466 -0.319 0.003 -0.885
C -1.0672 -0.3842 0.6215 0.548 -0.069 -1.406
C 0.1515 -0.0913 1.5488 0.202 -0.553 1.386
C 1.4973 0.5126 1.0964 1.613 0.267 0.431
C 2.5936 0.0965 2.1672 -0.045 0.655 -0.561
N 3.9541 0.0213 1.5049 -3.127 0.248 1.351
C -1.8334 0.9705 0.0896 0.513 -0.635 1.363
C -0.8509 2.1408 -0.2763 0.473 0.985 0.314
C 0.2496 2.0144 -1.3548 1.123 0.410 -1.000
C 1.3365 3.1568 -1.2823 -1.108 -0.176 -1.355
F 1.0276 4.1522 -2.1892 0.292 -0.670 0.908
F 2.5391 2.6450 -1.7448 -0.685 0.606 1.058
F 1.4754 3.7671 -0.0909 0.497 -0.632 -0.695
P -2.5934 1.7669 1.6913 -1.474 2.714 0.334
N -3.1978 3.2211 1.4721 0.687 -0.786 -0.941
C -2.9501 0.7157 -0.9730 -2.101 -0.132 -1.908
S -2.3694 0.8566 -2.7653 1.134 -0.024 -0.341
C -4.2790 1.5591 -0.9525 -1.171 1.516 -2.572
C -4.3188 2.7557 -2.0710 -0.736 2.249 3.082
C -4.7818 4.1746 -1.4830 2.946 -2.168 -1.704
O -3.3438 3.8228 -1.9085 -2.070 -0.837 -0.553
O -3.4368 -0.6812 -1.0556 2.065 0.059 2.627
S -3.6413 -1.3957 0.3962 -6.625 -2.991 -0.953
O -4.0606 -2.7381 0.0406 2.739 0.649 -0.021
O -4.8001 -0.7679 1.0016 2.377 1.562 0.480
C -2.0813 -1.3768 1.4256 2.244 -0.190 -0.089
O -1.3576 -2.6484 1.3050 -0.417 -1.066 -0.679
C -1.9413 -3.7707 1.6993 0.977 3.376 -1.009
N -2.5247 -4.6561 2.0892 -0.888 -2.364 0.861
N -2.2647 -1.1430 2.8126 -1.137 -0.083 -0.629
C -3.5547 -1.4322 3.4767 -3.076 1.588 2.447
C -4.1584 -0.3630 4.4631 1.089 0.566 -1.238
O -4.2217 -2.3976 3.3117 0.991 -1.056 -1.235
C -1.2833 -1.3679 3.8486 2.241 0.584 1.890
C -0.5222 -2.6573 4.2585 -0.042 -0.819 -1.871
O -1.0332 -0.4241 4.5540 -0.379 0.354 -0.229
H 5.2107 -4.5511 1.2746 -0.235 0.677 -0.610
H 3.5738 -3.8343 1.3679 0.891 0.478 -0.335
H 5.0020 -2.7614 0.8570 -0.484 -0.762 0.134
H 3.9466 -2.0925 -1.8514 -0.800 -0.098 0.023
H 2.9759 -2.9867 -3.0549 0.192 0.252 0.890
H 1.0554 -1.8402 -2.7338 0.671 0.181 0.673
H 2.0052 -0.6252 -1.8298 -0.076 -0.729 0.129
H 0.5318 -3.1604 -0.7733 0.050 0.962 0.462
H 1.4224 -2.0697 0.3065 -0.765 0.210 -0.225
H -1.3222 -1.9183 -1.0341 0.539 0.755 0.581
H -0.4096 -0.5270 -1.5207 -0.164 -0.362 1.024
H -0.1032 0.4678 2.4885 -0.185 -0.430 -1.007
H 0.4490 -1.1043 1.9444 -0.477 0.823 -0.463
H 1.5457 1.6339 1.1070 -0.464 -0.964 -0.127
H 1.9293 0.2029 0.1197 -0.747 -0.111 0.514
H 2.4170 -0.9103 2.6033 -0.066 0.773 -0.144
H 2.6618 0.9082 2.9345 -0.343 -1.054 -0.172
H 4.6226 -0.1296 2.2782 -2.086 0.920 0.130
H 4.0952 0.9322 1.0367 -0.077 -0.293 0.745
H -1.3894 3.0865 -0.5550 -0.066 -1.103 0.312
H -0.3521 2.4218 0.6913 -0.362 -0.290 -0.888
H -0.1192 2.1648 -2.4045 -0.037 -0.276 1.073
H 0.8478 1.0826 -1.4027 -0.644 0.520 0.393
H -1.5618 1.9794 2.6702 -0.170 -1.167 -0.441
H -3.6083 0.9691 2.2611 0.686 -0.380 -0.169
H -3.1267 3.4568 0.4820 -0.112 0.404 0.300
H -3.4322 0.4869 -3.5548 0.184 0.050 1.203
H -4.6790 1.9723 -0.0126 0.710 -0.391 -0.190
H -5.1108 0.9421 -1.3910 0.966 -0.074 0.755
H -4.6867 2.4949 -3.1142 0.759 0.452 1.405
H -5.2178 4.8722 -2.2255 0.127 -0.407 0.974
H -4.6973 4.3586 -0.3967 -0.996 -0.132 -0.751
H -5.1198 -0.0291 3.9965 0.728 -0.316 0.359
H -3.4934 0.5292 4.5117 -0.643 -0.662 0.464
H -4.4101 -0.7925 5.4538 0.379 0.224 -0.693
H 0.1286 -2.5084 5.1490 -1.032 0.234 -0.545
H -1.2028 -3.5349 4.3415 0.488 0.589 0.087
H 0.1866 -2.9012 3.4148 -0.691 0.032 0.636
C 8.4195 -5.8540 1.6585 0.537 0.625 0.203
Si 8.6618 -6.1378 3.5119 -2.510 -2.600 -0.318
C 9.1988 -4.4615 4.2391 1.545 1.405 0.289
C 10.0888 -7.3475 3.6767 0.702 0.752 -0.036
N 7.2218 -6.6990 4.1898 1.195 1.079 0.609
Si 7.0817 -7.0514 5.8650 -0.555 -0.333 -1.446
C 7.3712 -5.5382 6.9617 0.086 0.061 0.295
C 8.2339 -8.4278 6.4276 0.009 0.128 0.386
C 5.3287 -7.6443 6.2324 0.240 0.137 0.243
H 9.3475 -5.4774 1.2079 -0.100 -0.042 -0.147
H 8.1514 -6.7838 1.1581 -0.060 0.005 0.083
H 7.6306 -5.1158 1.4780 -0.056 -0.071 -0.062
H 10.0144 -4.0260 3.6374 0.033 0.072 -0.130
H 9.5663 -4.5526 5.2624 -0.187 -0.007 0.070
H 8.3541 -3.7768 4.2249 -1.063 -0.228 -0.060
H 9.7876 -8.3394 3.3389 -0.164 0.094 0.040
H 10.4466 -7.4201 4.7046 -0.021 -0.105 -0.007
H 10.9379 -7.0247 3.0635 0.079 -0.131 0.004
H 8.4227 -5.2407 6.9788 0.023 0.013 0.038
H 7.0822 -5.7584 7.9934 0.008 0.075 0.011
H 6.7702 -4.6901 6.6181 -0.027 -0.011 -0.025
H 8.1486 -9.2954 5.7701 0.009 0.064 -0.025
H 7.9757 -8.7473 7.4418 0.030 -0.054 -0.002
H 9.2770 -8.1064 6.4485 0.029 -0.071 -0.021
H 5.0989 -8.5499 5.6678 -0.004 0.055 -0.033
H 4.5948 -6.8751 5.9805 -0.023 -0.050 -0.041
H 5.2282 -7.8738 7.2978 -0.096 -0.028 -0.025
Cs 6.2972 -0.2206 1.0062 4.888 -0.599 -2.107
C -3.5595 1.5881 -8.8625 -0.162 -0.376 0.786
C -2.5304 2.7086 -8.5553 0.280 -1.726 -4.256
C -3.2729 4.0586 -8.4659 0.160 0.967 1.259
C -2.3916 5.2153 -8.0062 0.266 -0.240 -0.148
C -1.6764 4.8790 -6.7012 -1.390 0.127 -0.447
C -0.8989 3.5471 -6.7513 4.313 0.496 0.469
N -1.7453 2.4329 -7.3048 -6.037 3.546 3.653
O -2.5639 2.0946 -6.4295 2.582 -1.247 -1.430
C 0.3930 3.7284 -7.5858 -0.059 -0.018 -0.624
C -0.3715 3.2267 -5.3440 -0.902 -0.548 0.481
C -1.6013 2.7133 -9.7899 0.525 0.346 0.016
H -3.3716 0.6760 -8.2909 0.054 0.119 0.114
H -4.5802 1.9086 -8.6461 0.279 -0.064 0.179
H -3.5357 1.2835 -9.9074 0.133 0.306 0.033
H -4.1125 3.9735 -7.7675 0.066 -0.298 0.037
H -3.7095 4.3000 -9.4381 0.173 -0.506 -0.069
H -1.6699 5.4781 -8.7842 -0.021 0.012 0.024
H -3.0122 6.1024 -7.8571 0.015 -0.054 -0.006
H -0.9920 5.6903 -6.4446 0.311 -0.387 0.037
H -2.4205 4.8441 -5.8961 0.113 -0.271 0.029
H 0.8091 2.7659 -7.8911 -0.026 0.049 -0.002
H 1.1611 4.2377 -7.0041 -0.228 -0.096 0.181
H 0.2551 4.3434 -8.4721 -0.071 -0.121 -0.038
H -1.1785 3.1705 -4.6098 0.019 -0.109 -0.030
H 0.3045 4.0083 -4.9984 -0.089 0.058 -0.304
H 0.1785 2.2821 -5.3284 -0.030 0.030 -0.068
H -2.1906 2.7537 -10.7064 -0.179 -0.062 0.243
H -0.9920 1.8078 -9.8293 -0.054 0.016 0.004
H -0.9416 3.5752 -9.8448 0.056 -0.048 0.121
Br -6.6104 3.0848 -9.8612 -0.114 0.171 -0.064
C -7.0631 4.6540 -10.9271 -0.163 -0.148 -0.019
C -6.2854 4.6861 -12.2173 0.006 0.174 -0.036
Br -4.4424 5.2533 -11.9280 0.031 -0.074 -0.042
H -6.8889 5.5241 -10.2988 0.029 -0.045 -0.093
H -8.1300 4.5630 -11.1265 0.069 -0.005 -0.038
H -6.7049 5.4253 -12.8985 0.000 -0.016 0.080
H -6.2437 3.7210 -12.7163 -0.023 0.047 0.093
C -7.4783 1.5095 6.9229 -0.703 -0.341 0.245
F -7.3958 0.1885 6.6522 0.288 0.263 -0.088
F -8.7754 1.7672 7.1299 0.385 0.143 -0.267
F -6.8547 1.7000 8.1115 0.269 0.079 -0.075
S -6.7329 2.5486 5.5824 0.268 1.013 -1.308
O -7.4973 2.2281 4.3947 -0.053 -0.482 0.424
O -5.3438 2.1135 5.5167 0.001 -0.467 0.478
O -6.8921 3.9133 6.0302 0.140 -0.334 0.601
C 4.2623 3.0354 5.9793 -0.075 0.199 -0.110
O 3.6640 2.5326 4.7850 0.121 -0.143 -0.339
H 4.5289 2.1933 6.6150 -0.081 -0.016 -0.087
H 5.1637 3.6027 5.7347 0.028 0.028 0.177
H 3.5546 3.6755 6.5084 0.119 -0.015 0.128
H 3.4360 3.2946 4.2406 -0.087 -0.084 0.124
C -9.4509 3.9092 9.2833 -4.085 -0.656 1.442
O -10.5772 4.1536 8.9034 0.283 0.078 -0.224
O -9.1281 3.3298 10.3550 1.920 0.108 -0.039
O -8.3480 4.2088 8.6404 0.301 2.368 -3.071
Na -6.4940 4.5004 9.7229 -0.392 -0.347 -0.286
Al 8.5263 -1.7567 4.3049 0.462 -0.799 0.248
F -8.9723 5.2671 7.3204 1.544 -1.479 2.072



144
Properties=species:S:1:pos:R:3:forces:R:3 method="wB97M-V/def2-TZVPD" homo_energy_ev=-4.63 e_lumo_ha=0.06427 charge=-1 homo_lumo_gap_ev=6.4 max_force_ev_per_a=6.20
C -8.0991 -0.4372 -2.0474 1.373 0.582 -0.493
C -6.5114 -0.2289 -1.5642 -0.440 0.034 -0.747
C -6.4047 0.2529 -0.0017 -0.104 -0.734 0.121
C -4.8926 0.6013 0.5226 -0.467 0.877 -0.237
C -3.9221 1.2934 -0.6508 0.721 1.206 2.299
C -4.6052 2.6592 -1.2398 0.303 0.588 -0.729
C -4.1430 3.0824 -2.7535 -0.928 0.510 -0.394
C -5.0288 4.4504 -3.1311 -0.008 -2.580 -1.506
I -4.4264 6.2298 -2.0109 -0.612 -0.697 -0.510
O -2.8451 1.8636 0.2259 -0.551 -0.822 -2.097
P -1.2013 1.3885 -0.1189 1.627 -1.172 0.996
C -0.6722 2.1555 1.5571 0.834 0.479 0.874
C 0.7289 3.0040 1.5146 0.499 0.755 1.541
C 2.0446 2.1570 1.0261 -2.621 -0.301 -1.229
Br 3.7146 3.1044 1.6513 -0.933 -0.760 -0.375
C -0.7402 2.8935 -1.2269 0.964 5.274 -2.704
C -1.3255 4.4374 -0.9925 3.365 -1.303 -4.001
C -0.8036 5.5898 -2.0867 0.874 -4.797 0.453
C 0.2115 5.0776 -3.2661 -1.388 -0.758 2.125
N 0.7591 3.6954 -3.4824 -3.852 1.301 4.687
C 0.2944 2.6784 -2.4790 -1.197 2.515 0.563
O -1.6304 0.6566 -1.6799 -4.622 -0.087 0.047
C -3.0836 0.2841 -1.6308 2.699 -3.029 -0.187
O -3.6112 -0.0866 -2.9529 1.286 0.764 1.434
O -2.9718 -1.0657 -0.9836 0.854 0.826 -0.259
H -8.5963 0.6422 -2.1357 0.850 -2.416 0.427
H -8.6686 -1.1553 -1.3198 0.979 1.410 -1.561
H -8.0168 -0.8532 -3.1596 -0.508 0.640 2.462
H -5.9015 -1.2315 -1.7687 -1.384 2.186 0.668
H -6.0688 0.5558 -2.3454 -0.772 -1.560 1.952
H -7.1133 1.1920 0.1995 1.462 -2.069 -0.571
H -6.7898 -0.6613 0.6580 0.577 2.008 -1.391
H -4.3609 -0.2868 1.0834 -0.953 1.725 -1.591
H -5.0153 1.4616 1.3413 0.444 -1.775 -1.865
H -4.2552 3.5495 -0.5255 -0.688 -2.179 -1.458
H -5.7784 2.6831 -1.2174 2.152 -0.448 -0.061
H -2.9901 3.2486 -2.8905 -2.251 -0.194 0.561
H -4.4571 2.2950 -3.5942 0.524 1.508 2.029
H -6.1721 4.1626 -2.9423 2.541 1.079 -0.308
H -4.8554 4.6467 -4.2841 -0.471 -0.026 2.511
H 0.1007 0.7777 -0.4217 -0.065 0.978 0.226
H -1.3837 0.1864 0.6749 -0.633 -0.249 -0.641
H -0.4888 1.2503 2.3133 -0.440 1.853 -1.622
H -1.5983 2.7653 1.9685 2.190 -0.881 -0.638
H 0.6962 3.9958 0.8946 -0.128 -1.969 1.061
H 0.9480 3.3340 2.6409 -0.352 -0.612 -2.310
H 1.9460 1.0585 1.4326 0.742 2.252 -0.782
H 2.0371 2.1753 -0.1659 0.368 -0.228 2.761
H -2.0762 4.6545 -0.1201 1.627 -0.407 -1.929
H -1.2266 6.6723 -1.9459 1.179 -2.241 -0.683
H 0.5472 5.9084 -4.0559 -0.708 -2.184 1.874
H 0.7108 1.5679 -2.6204 -1.005 2.771 0.277
H -3.0968 -0.9103 -3.2106 -0.877 1.323 0.685
H -1.9834 -1.3080 -0.9837 -2.047 1.139 0.038
C -5.7222 -5.7416 0.1698 -0.544 -0.017 -0.013
C -5.7891 -4.2479 -0.0049 -1.044 0.791 0.116
O -6.8575 -3.6433 0.0706 1.092 -0.724 -0.064
C -4.4981 -3.5225 -0.2756 -0.577 0.398 0.038
H -6.7285 -6.1301 0.3591 0.191 0.074 -0.043
H -5.3337 -6.2051 -0.7404 0.152 -0.031 0.244
H -5.0859 -5.9876 1.0237 0.152 -0.058 -0.197
H -4.0551 -3.8872 -1.2058 0.136 -0.023 0.133
H -3.8073 -3.6697 0.5584 0.107 -0.088 -0.151
H -4.6989 -2.4510 -0.3795 0.175 -0.376 0.036
C -3.6485 -3.4542 -7.2372 0.022 -0.519 0.260
C -3.5484 -2.4814 -6.0927 0.085 -0.058 1.550
O -3.4284 -2.8709 -4.9322 -0.035 0.310 -1.332
C -3.6007 -1.0137 -6.4230 0.155 -0.092 0.624
H -3.5964 -4.4771 -6.8495 -0.012 0.217 -0.058
H -4.6030 -3.3238 -7.7532 0.167 0.100 -0.137
H -2.8172 -3.2999 -7.9297 -0.188 0.103 -0.107
H -4.5531 -0.7746 -6.9027 0.226 0.035 -0.221
H -2.7673 -0.7507 -7.0793 -0.357 -0.014 -0.094
H -3.5172 -0.4308 -5.4996 -0.062 -0.124 -0.154
C 6.4494 3.3876 3.7924 0.015 -0.502 0.296
C 7.3050 3.7058 4.9894 0.208 -0.844 0.768
O 7.5375 2.8596 5.8513 -0.203 0.911 -0.818
C 7.8652 5.0993 5.0911 0.308 -0.223 0.502
H 6.1149 2.3464 3.8520 0.018 0.281 -0.039
H 5.5706 4.0372 3.7807 0.137 0.031 -0.175
H 7.0303 3.5165 2.8757 -0.163 0.182 -0.010
H 7.0494 5.8251 5.1373 0.125 0.021 -0.171
H 8.5092 5.3044 4.2323 -0.211 0.105 -0.078
H 8.4623 5.1844 6.0052 -0.212 0.021 -0.266
C 8.0461 -0.0714 4.4554 -0.345 -0.164 -0.255
C 7.8025 -1.4984 4.8683 -0.992 -0.654 -0.986
O 6.9923 -2.2062 4.2722 1.155 0.811 0.768
C 8.5886 -2.0258 6.0387 -0.201 -0.482 0.054
H 7.4099 0.1717 3.5977 0.128 -0.097 0.187
H 7.7952 0.6017 5.2790 0.233 0.067 -0.063
H 9.0914 0.0575 4.1633 0.001 0.105 0.205
H 8.3618 -1.4398 6.9329 0.215 0.076 -0.075
H 9.6580 -1.9839 5.8172 -0.044 0.167 0.153
H 8.3094 -3.0687 6.2229 0.053 0.211 -0.062
C -2.6980 -10.1165 -0.7451 -0.003 0.180 -0.468
C -3.8500 -9.3405 -0.1646 -0.921 1.125 -0.974
O -4.5000 -8.5534 -0.8507 0.888 -1.163 0.899
C -4.1759 -9.5650 1.2878 -0.384 0.323 0.038
H -2.5790 -9.8532 -1.8016 -0.051 -0.035 0.251
H -1.7758 -9.8642 -0.2157 -0.054 -0.208 0.063
H -2.8978 -11.1885 -0.6721 0.160 0.040 0.159
H -3.3196 -9.2882 1.9077 -0.012 -0.222 0.006
H -4.4415 -10.6125 1.4513 0.205 0.022 0.095
H -5.0293 -8.9390 1.5690 0.193 -0.126 -0.094
C 7.3330 7.4734 9.8123 -0.337 0.083 -0.373
C 8.4279 6.9025 8.9512 -0.213 -0.155 -1.662
O 8.2901 6.7899 7.7342 0.211 0.236 1.683
C 9.6980 6.4748 9.6368 0.251 -0.165 -0.407
H 6.4770 7.7384 9.1825 0.215 -0.077 0.126
H 7.0110 6.7296 10.5454 0.114 0.156 0.112
H 7.6889 8.3755 10.3164 -0.011 -0.160 0.162
H 9.4812 5.6865 10.3621 0.045 0.185 0.114
H 10.1592 7.3324 10.1331 -0.086 -0.126 0.168
H 10.3981 6.0826 8.8916 -0.184 0.089 0.151
C 4.2811 -3.2857 4.7745 -0.252 -0.416 -0.162
C 3.2752 -3.9994 5.6376 -0.774 -1.105 -0.890
O 2.6022 -4.9301 5.1975 0.769 1.048 0.669
C 3.1244 -3.5302 7.0600 -0.380 -0.321 0.201
H 4.2816 -3.7311 3.7740 0.006 0.114 0.250
H 4.0131 -2.2298 4.6873 0.227 -0.004 0.122
H 5.2804 -3.3906 5.2045 -0.150 0.248 -0.054
H 2.8049 -2.4852 7.0746 0.221 -0.005 0.059
H 4.0722 -3.6460 7.5918 -0.017 0.229 -0.037
H 2.3638 -4.1364 7.5632 0.155 0.119 -0.128
C 0.9780 -2.5427 -3.4642 -0.441 0.006 0.251
C 1.7881 -1.6106 -2.6032 -0.804 0.832 1.552
O 1.3041 -1.0818 -1.6038 0.803 -0.918 -1.445
C 3.2132 -1.3507 -3.0124 0.163 0.334 0.333
H -0.0308 -2.6361 -3.0481 0.222 0.057 -0.096
H 0.9026 -2.1409 -4.4777 0.113 -0.162 -0.018
H 1.4427 -3.5317 -3.4803 0.046 0.068 -0.203
H 3.2373 -0.8958 -4.0059 0.078 -0.189 -0.031
H 3.7775 -2.2867 -3.0085 -0.021 0.037 -0.213
H 3.6752 -0.6598 -2.2993 -0.140 -0.143 -0.144
C -2.5824 2.0697 -10.7131 -0.479 0.078 0.116
C -2.2543 1.0236 -9.6815 -1.185 -0.525 1.069
O -3.1065 0.6120 -8.8960 1.163 0.624 -1.271
C -0.8431 0.5005 -9.6484 -0.061 -0.306 0.370
H -3.6361 2.3535 -10.6196 0.245 -0.083 0.009
H -1.9655 2.9572 -10.5514 0.077 -0.101 -0.181
H -2.4160 1.6679 -11.7157 0.173 0.144 0.033
H -0.1488 1.3181 -9.4393 0.025 -0.066 -0.197
H -0.5993 0.0288 -10.6036 0.114 0.191 -0.002
H -0.7524 -0.2482 -8.8543 -0.026 0.183 -0.165